# CH2N4

One molecule with the formula CH2N4 at a distorted geometry (the ωB97M-V functional and the def2-TZVPD basis, the OMol25 dataset).

Computed properties:
* SMILES: c1nnn[nH]1
* total charge: 0
* E_tot: -7027.2785 eV
* orbital gap: 10.90 eV

Each line ends with the natural charge from an NBO analysis.
Element x y z (Å)
C: -0.2479 -0.3736 0.9207  0.1176
H: -0.4104 -0.5297 1.9044  0.1960
H: -0.8767 1.7334 0.7841  0.4415
N: 0.5026 -1.0838 0.1318  -0.2479
N: 0.5689 -0.3089 -0.8968  -0.0963
N: -0.1231 0.7965 -0.7919  -0.0939
N: -0.5520 0.7444 0.3836  -0.3170